Below is 2 unconnected molecules or ions with the total composition C11H22Cl2NO2, with properties calculated with ωB97M-V/def2-TZVPD.

CARTESIAN COORDINATES (ANGSTROEM)
C1 -1.899 -0.970 -2.582
C2 -2.114 0.297 -3.403
C3 -2.023 1.605 -2.652
O1 -1.720 2.644 -3.198
O2 -2.355 1.475 -1.382
C4 -1.912 2.510 -0.450
C5 -1.539 1.899 0.928
N1 -0.154 1.825 1.239
C6 0.566 0.967 0.328
C7 1.247 -0.183 1.095
C8 1.649 1.732 -0.463
C9 2.224 0.996 -1.681
H1 -0.948 -0.957 -2.045
H2 -2.702 -1.123 -1.861
H3 -1.888 -1.836 -3.253
H4 -1.420 0.350 -4.246
H5 -3.121 0.259 -3.841
H6 -1.035 3.001 -0.870
H7 -2.736 3.228 -0.358
H8 -2.089 0.919 0.962
H9 -2.012 2.546 1.681
H10 -0.109 0.473 -0.406
H11 0.493 -0.819 1.573
H12 1.822 -0.835 0.418
H13 1.924 0.222 1.852
H14 2.463 1.936 0.246
H15 1.247 2.707 -0.750
H16 2.661 1.708 -2.392
H17 1.448 0.444 -2.223
H18 3.023 0.304 -1.402
Cl1 2.422 -3.382 1.829
C10 1.371 -3.987 3.129
C11 1.143 -2.936 4.187
Cl2 2.623 -2.613 5.133
H19 1.822 -4.883 3.550
H20 0.419 -4.247 2.671
H21 0.390 -3.283 4.892
H22 0.819 -1.996 3.747

Atoms 1-6, force components in eV/Å:
C 0.066 -0.194 -0.137
C -0.304 -0.325 -0.168
C -0.075 0.210 -0.294
O 0.115 -0.068 0.106
O 0.366 -0.208 0.235
C -0.205 0.252 0.232

## Properties
LUMO energy: 2.72 eV
Net charge: -1
Total energy: -42393.455 eV
Relative energy (zero: lowest compared OMol25 entry of this formula, charge and spin): 0.0 kcal per mole